Computed, not measured: a single C2H5OPS molecule, with ωB97M-V/def2-TZVPD.

Structure (ORCA input):
```
! wB97M-V def2-TZVPD RIJCOSX def2/J DEFGRID3
* xyz 0 1
C 1.2353 -0.8728 -0.0029
C -0.8690 0.6316 0.4462
O -1.6664 1.3061 -0.3513
P -0.6504 -1.0100 -0.3166
S 1.5570 0.9692 -0.2802
H 1.4127 -0.8211 1.0298
H 1.9773 -1.5686 -0.5378
H -0.7157 0.8301 1.5850
H -2.1967 2.1215 -0.0387
H -0.6892 -0.6153 -1.5992
*
```

Calculated values
Energy relative to the best compared isomer or geometry (same formula, charge and spin)   304.7 kJ/mol
Frontier orbital gap (alpha / beta)   7.25 / 7.26 eV
Total energy   -893.85676 Ha
E_HOMO (alpha / beta)   -7.632 / -7.634 eV

Results of the Löwdin charge analysis, in e, for atoms 1 through 2: C -0.78; C -0.54

***

Computed, not measured: 4 unconnected molecules or ions with the total composition C13H28BBr2N7O9PS, with ωB97M-V/def2-TZVPD.

Structure (ORCA input):
```
! wB97M-V def2-TZVPD RIJCOSX def2/J DEFGRID3
* xyz 1 1
C 3.9093 -3.1090 0.1267
C 3.5732 -2.3185 -1.1824
S 1.7912 -1.8519 -1.1823
C 1.6495 -0.1223 -1.8237
N 1.1922 0.7594 -0.7525
C -0.0070 0.9192 -0.1127
N -1.1512 0.2714 -0.3664
C -2.3346 0.5766 0.4918
C -2.1250 -0.1941 1.8691
C -3.4460 -0.6896 2.5233
O -2.4496 -1.5763 1.8472
P -1.4292 -0.9256 -1.6316
O -1.8495 -2.3575 -0.9120
Br -3.2647 -0.2036 -2.7390
N 0.0682 1.8420 0.8576
C 1.3160 2.3331 0.8321
Br 1.9439 3.7076 1.9573
N 1.9721 1.6693 -0.1320
B 3.4092 2.0762 -0.3334
O 3.7108 3.3812 -0.6720
C 4.5745 1.0068 -0.2088
C 5.8310 1.5205 0.6019
H 4.0456 -4.1841 -0.0476
H 4.7601 -2.6783 0.6798
H 3.0344 -2.9995 0.7986
H 3.7174 -2.9950 -2.0423
H 4.2384 -1.4551 -1.3183
H 0.9293 -0.0698 -2.6539
H 2.6320 0.1254 -2.2518
H -2.4285 1.6394 0.7417
H -3.2439 0.0947 0.1136
H -1.3237 0.1662 2.5442
H -4.3054 -0.5644 1.8608
H -3.4817 -0.8505 3.6003
H -1.1909 -2.4552 -0.1948
H 4.2649 3.7600 0.0314
H 4.9202 0.7862 -1.2427
H 4.1671 0.0802 0.2334
H 5.6840 2.5269 1.0319
H 5.9759 0.8192 1.4403
H 6.7016 1.5011 -0.0662
C 1.3635 6.4012 -0.9715
N 1.3783 7.7976 -0.4585
O 2.1718 8.0584 0.4260
O 0.5952 8.5726 -0.9618
H 2.1101 5.8264 -0.4327
H 0.3674 6.0000 -0.8004
H 1.5953 6.4373 -2.0326
C -2.8640 -4.3288 2.5223
N -2.3013 -5.7007 2.6540
O -1.0964 -5.8253 2.5284
O -3.0856 -6.5977 2.8768
H -2.0549 -3.6409 2.3271
H -3.5694 -4.3418 1.6953
H -3.3601 -4.0872 3.4588
C -6.2299 -2.0277 -2.5597
N -7.4077 -2.1378 -1.6567
O -7.2630 -1.7744 -0.5029
O -8.4270 -2.5820 -2.1364
H -5.4016 -1.6173 -1.9915
H -5.9974 -3.0262 -2.9208
H -6.5044 -1.3683 -3.3795
*
```

Calculated values
Frontier orbital gap   8.66 eV
Total energy   -7484.49953 Ha
E_HOMO   -12.514 eV

Results of the Löwdin charge analysis, in e, for atoms 1 through 2: C -0.15; C -0.50

***

Computed, not measured: a molecular structure, C3H6N2, with ωB97M-V/def2-TZVPD.

Structure (ORCA input):
```
! wB97M-V def2-TZVPD RIJCOSX def2/J DEFGRID3
* xyz 0 1
C -0.7939 1.5888 0.0185
C 0.5060 1.0855 0.6955
C -1.3397 0.4412 0.3989
N -0.0296 0.0504 1.2521
N 1.1236 -1.8518 -0.8528
H -1.3005 2.3017 -0.6422
H 1.4953 1.6628 0.7792
H 1.4351 -1.4936 0.0742
H -2.2075 -0.1965 0.2970
H 0.3227 -2.5197 -0.5862
H 0.7883 -1.0690 -1.4343
*
```

Calculated values
Energy relative to the best compared isomer or geometry (same formula, charge and spin)   440.2 kJ/mol
Frontier orbital gap   8.89 eV
Total energy   -227.25715 Ha
E_HOMO   -9.050 eV

Results of the Löwdin charge analysis, in e, for atoms 1 through 2: C -0.08; C -0.19

***

Computed, not measured: a molecular structure, C22H30AsCaCl2N2O6, with ωB97M-V/def2-TZVPD.

Structure (ORCA input):
```
! wB97M-V def2-TZVPD RIJCOSX def2/J DEFGRID3
* xyz 1 1
Ca -1.2000 0.8081 0.2716
O -1.5732 -2.5979 3.3025
C -1.2400 -1.6052 2.4964
O -1.8638 -1.3116 1.4932
C -0.0177 -0.8519 2.9140
C 0.6919 -1.0570 4.0767
C 1.7888 -0.2261 4.3084
C 2.1332 0.7409 3.3805
C 1.3609 0.8558 2.2286
N 0.3083 0.0841 2.0224
C 1.5917 1.8351 1.0575
O 2.4082 1.0736 0.1560
O 0.4430 2.2185 0.5122
H -2.3703 -3.0288 2.9561
H 0.3979 -1.8238 4.7785
H 2.3684 -0.3396 5.2147
H 2.9764 1.4008 3.5250
H 3.0966 1.6595 -0.1790
C -1.0001 -2.5267 -2.6431
As 0.0265 -1.2973 -1.5411
C 0.9869 -2.5659 -0.4201
C 1.4594 -0.7384 -2.7721
C 2.2042 -1.8676 -3.4118
C 3.3486 -2.3942 -2.8174
C 4.0247 -3.4573 -3.3982
C 3.5643 -4.0121 -4.5837
C 2.4295 -3.4910 -5.1896
C 1.7575 -2.4268 -4.6077
H -0.3506 -3.2717 -3.0998
H -1.5208 -1.9729 -3.4238
H -1.7408 -3.0235 -2.0174
H 1.4863 -3.3170 -1.0299
H 0.2848 -3.0602 0.2517
H 1.7254 -2.0237 0.1707
H 2.1105 -0.1108 -2.1630
H 0.9842 -0.1038 -3.5204
H 3.7197 -1.9574 -1.8967
H 4.9169 -3.8492 -2.9274
H 4.0927 -4.8393 -5.0383
H 2.0717 -3.9087 -6.1216
H 0.8793 -2.0143 -5.0924
C -4.5426 0.7194 0.6281
C -4.1610 1.5932 1.8014
O -2.7325 1.6206 1.9044
C -2.2387 2.4503 2.9789
C -2.0351 3.8856 2.5471
H -5.6266 0.6821 0.5287
H -4.1759 -0.2992 0.7638
H -4.1568 1.1293 -0.3101
H -4.5679 1.1934 2.7344
H -4.5377 2.6116 1.6749
H -1.2939 2.0037 3.2929
H -2.9395 2.3748 3.8137
H -1.2837 3.9465 1.7598
H -1.6885 4.4741 3.3975
H -2.9653 4.3309 2.1913
Cl -1.3577 1.6833 -3.2309
C -1.1057 3.1850 -2.3226
Cl -2.3164 3.3123 -1.0246
H -1.2276 4.0275 -2.9914
H -0.1263 3.1606 -1.8552
O 1.8242 5.2454 1.4684
C 2.0766 4.1138 1.4817
N 2.4178 2.9512 1.5454
*
```

Calculated values
Energy relative to the best compared isomer or geometry (same formula, charge and spin)   41.0 kJ/mol
Frontier orbital gap   7.69 eV
Total energy   -5251.01406 Ha
E_HOMO   -10.907 eV

Results of the Löwdin charge analysis, in e, for atoms 1 through 2: Ca 1.18; O 0.17

***

Computed, not measured: a molecular structure, C6H8CsO6, with ωB97M-V/def2-TZVPD.

Structure (ORCA input):
```
! wB97M-V def2-TZVPD RIJCOSX def2/J DEFGRID3
* xyz 0 2
O 2.3179 -2.6574 -0.9022
C 3.3234 -1.8894 -0.4744
O 4.2854 -2.6565 0.0088
O 3.2589 -0.6912 -0.3585
C 2.3740 -3.9001 -0.2542
H 0.5367 -4.1782 -0.5333
C 3.8645 -4.0314 0.0155
H 4.4082 -4.5996 -0.7509
H 4.0789 -4.4353 1.0139
H 1.8273 -4.5093 0.4671
O -1.5672 -1.8567 0.9030
C -1.8319 -1.5553 -0.2858
C -0.8946 -4.5934 -0.7326
O -1.8623 -0.3678 -0.6989
O -2.0754 -2.5064 -1.2025
C -2.2107 -3.8669 -0.7683
H -0.8224 -5.1934 0.1830
H -0.7164 -5.2059 -1.6238
H -2.6999 -3.8868 0.2144
H -2.8907 -4.3297 -1.4933
Cs 0.0849 2.1915 1.7510
*
```

Calculated values
Energy relative to the best compared isomer or geometry (same formula, charge and spin)   346.0 kJ/mol
Frontier orbital gap (alpha / beta)   5.57 / 5.57 eV
Total energy   -704.82909 Ha
E_HOMO (alpha / beta)   -6.644 / -6.643 eV

Results of the Löwdin charge analysis, in e, for atoms 1 through 2: O 0.10; C -0.58

***

Computed, not measured: a single C10H21O4P molecule, with ωB97M-V/def2-TZVPD.

Structure (ORCA input):
```
! wB97M-V def2-TZVPD RIJCOSX def2/J DEFGRID3
* xyz 0 1
C 1.6789 2.6519 1.4538
C 1.3505 2.4568 -0.0644
O 0.4528 1.3596 -0.2979
P 1.3106 -0.0392 -0.6527
O 2.0672 0.1490 -1.9462
C 0.0398 -1.3716 -0.8307
C -1.2319 -0.7577 -1.5060
C -2.4694 -0.6168 -0.5613
C -3.3739 0.6457 -0.8248
C -2.9785 1.4358 0.4613
O -3.1159 0.4218 1.4644
C -2.2777 -0.6307 1.0019
O 2.3516 -0.2485 0.6318
C 2.5796 -1.6247 0.9704
C 3.0913 -2.5154 -0.2135
H 0.9028 2.1753 2.0751
H 2.6676 2.2066 1.6669
H 1.7095 3.7332 1.6709
H 2.3040 2.3405 -0.6159
H 0.8410 3.3605 -0.4474
H 0.4572 -2.1029 -1.5494
H -0.1634 -1.9395 0.0936
H -1.5494 -1.3993 -2.3513
H -1.0418 0.2332 -1.9655
H -3.1152 -1.5027 -0.7454
H -3.1791 1.1306 -1.7977
H -4.4514 0.4024 -0.8095
H -3.6629 2.2550 0.7664
H -1.9951 1.9463 0.4354
H -1.2405 -0.5252 1.3889
H -2.5957 -1.6454 1.3072
H 3.3884 -1.6148 1.7283
H 1.7067 -2.0644 1.4983
H 2.2652 -3.2025 -0.4972
H 3.8953 -3.1703 0.1646
H 3.3817 -1.9328 -1.1023
*
```

Calculated values
Frontier orbital gap   10.61 eV
SMILES   CCOP(=O)(CC[C@@H]1CCOC1)OCC
Total energy   -1035.96466 Ha
E_HOMO   -9.892 eV

Results of the Löwdin charge analysis, in e, for atoms 1 through 2: C -0.08; C -0.28

***

Computed, not measured: 2 unconnected molecules or ions with the total composition C4H13N2O2, with ωB97M-V/def2-TZVPD.

Structure (ORCA input):
```
! wB97M-V def2-TZVPD RIJCOSX def2/J DEFGRID3
* xyz 1 1
C 0.5859 1.5236 1.5893
C 2.7624 -0.5634 -1.2461
C -1.1701 -0.8788 -1.6495
C 0.7050 0.0402 -0.2981
N -2.4655 -0.0265 1.4469
N -0.0051 0.6821 0.6061
O 1.9991 0.1071 -0.2675
O 0.2494 -0.8093 -1.1869
H 0.6366 2.5564 1.1351
H -0.0010 1.4212 2.6422
H 1.5834 1.2351 1.8753
H 3.9307 -0.4732 -0.8754
H 2.5926 -0.0733 -2.1794
H 2.4850 -1.7087 -1.3686
H -1.7254 -0.0994 -1.3562
H -1.5844 -1.7461 -1.1584
H -1.1511 -0.9661 -2.7713
H -2.3175 -1.0411 1.1158
H -2.9197 -0.0172 2.3318
H -1.0414 0.5559 0.8564
H -3.1491 0.2816 0.7586
*
```

Calculated values
Energy relative to the best compared isomer or geometry (same formula, charge and spin)   299.1 kJ/mol
Frontier orbital gap   11.71 eV
Total energy   -419.91150 Ha
E_HOMO   -14.502 eV

Results of the Löwdin charge analysis, in e, for atoms 1 through 2: C -0.06; C -0.02

***

Computed, not measured: a single C4H7NO molecule, with ωB97M-V/def2-TZVPD.

Structure (ORCA input):
```
! wB97M-V def2-TZVPD RIJCOSX def2/J DEFGRID3
* xyz 0 1
O 1.8572 0.7217 0.3700
C 0.9261 0.2097 -0.5353
C 0.2988 -1.1896 -0.2258
C -1.0196 -0.4973 0.0719
N -0.7637 0.5494 1.0739
C -0.4646 0.8232 -0.3509
H 1.3195 0.9237 1.1568
H 1.3545 0.2663 -1.5421
H 0.7816 -1.7643 0.5701
H 0.1909 -1.7902 -1.1336
H -2.0006 -0.9647 0.0356
H -1.6762 0.9685 1.2618
H -0.7940 1.7677 -0.7714
*
```

Calculated values
Energy relative to the best compared isomer or geometry (same formula, charge and spin)   265.5 kJ/mol
Frontier orbital gap   10.40 eV
SMILES   O[C@H]1C[C@H]2N[C@@H]12
Total energy   -286.53053 Ha
E_HOMO   -9.384 eV

Results of the Löwdin charge analysis, in e, for atoms 1 through 2: O -0.03; C -0.34

***

Computed, not measured: 2 unconnected molecules or ions with the total composition H6NS2, with ωB97M-V/def2-TZVPD.

Structure (ORCA input):
```
! wB97M-V def2-TZVPD RIJCOSX def2/J DEFGRID3
* xyz 0 2
N -1.0696 1.0760 0.4164
H -1.3635 1.5995 -0.4109
H -0.6949 1.5135 1.2616
H -1.8256 0.4476 0.6988
H -0.3016 0.4394 0.0825
S 1.7831 -0.2570 -0.3416
S 0.1811 -1.8318 -0.5621
H 2.5438 -0.8610 0.5995
H 0.7472 -2.1261 -1.7442
*
```

Calculated values
Energy relative to the best compared isomer or geometry (same formula, charge and spin)   0.0 kJ/mol
Frontier orbital gap (alpha / beta)   3.97 / 7.26 eV
Total energy   -854.61129 Ha
E_HOMO (alpha / beta)   -4.400 / -7.713 eV

Results of the Löwdin charge analysis, in e, for atoms 1 through 2: N 0.24; H 0.15

***

Computed, not measured: a molecular structure, C5H6O, with ωB97M-V/def2-TZVPD.

Structure (ORCA input):
```
! wB97M-V def2-TZVPD RIJCOSX def2/J DEFGRID3
* xyz 0 1
O 0.6051 -2.3719 0.5705
C 0.2852 -1.2802 0.1931
C 0.3284 -0.5534 -1.1428
C 0.2019 0.7692 -0.3539
C -1.1434 1.2395 -0.0911
C -0.1244 -0.0384 0.9814
H 1.2490 -0.7234 -1.7069
H -0.5476 -0.7414 -1.7723
H 1.0842 1.4081 -0.2807
H -1.2486 -0.0358 1.0632
H -1.0347 2.0888 0.6148
H 0.3450 0.2389 1.9247
*
```

Calculated values
Energy relative to the best compared isomer or geometry (same formula, charge and spin)   412.0 kJ/mol
Frontier orbital gap   9.69 eV
Total energy   -269.18930 Ha
E_HOMO   -8.872 eV

Results of the Löwdin charge analysis, in e, for atoms 1 through 2: O 0.12; C -0.39

***

Computed, not measured: a molecular structure, C14H31KN3O2Ta, with ωB97M-V/def2-TZVPD.

Structure (ORCA input):
```
! wB97M-V def2-TZVPD RIJCOSX def2/J DEFGRID3
* xyz 2 1
N -0.0814 0.1130 1.8944
C 0.3358 0.2302 3.1247
O 0.3080 1.1010 3.9287
K -0.2201 2.5784 2.1103
Ta 0.0304 -0.0661 -0.0344
N 1.4047 1.3132 -0.5586
N -1.6952 0.6250 -0.8180
C 2.8618 1.2644 -0.0900
C -3.1780 0.6491 -0.5135
C 3.0672 2.3830 0.9416
C 3.8045 1.4403 -1.2856
C 3.0612 -0.0885 0.5478
C -3.8501 1.8068 -1.2681
C -3.7874 -0.6943 -0.9330
C -3.3152 0.8559 0.9758
H 2.7935 3.3718 0.5658
H 4.1360 2.4231 1.2363
H 2.5014 2.1688 1.8678
H 3.5944 0.7038 -2.0633
H 4.8431 1.2743 -0.9344
H 3.7696 2.4412 -1.7228
H 2.3563 -0.2776 1.3791
H 4.0793 -0.1373 0.9844
H 2.9780 -0.9036 -0.1847
H -3.3596 2.7588 -1.0465
H -4.9030 1.8818 -0.9325
H -3.8656 1.6572 -2.3488
H -3.6371 -0.9143 -1.9893
H -4.8824 -0.6819 -0.7428
H -3.3581 -1.5195 -0.3402
H -2.7702 0.0931 1.5551
H -4.3908 0.7905 1.2597
H -2.9690 1.8551 1.2745
C -1.3597 0.7301 -2.3026
H -0.2941 0.5408 -2.4157
H -1.9050 -0.0031 -2.8964
H -1.5603 1.7451 -2.6839
C 1.1147 2.4479 -1.5154
H 1.5317 2.2492 -2.5179
H 0.0309 2.5394 -1.6056
H 1.5102 3.3943 -1.1499
C -0.7657 -3.8072 -0.6711
C -0.5510 -2.7935 0.4524
C -0.4558 -3.4284 1.8338
O 0.5934 -1.9548 0.1595
H 0.0866 -4.5018 -0.6881
H -0.8373 -3.3078 -1.6296
H -1.6818 -4.3743 -0.4829
H -1.4341 -2.0738 0.4611
H 0.3999 -4.1176 1.8520
H -0.3220 -2.6692 2.5928
H -1.3717 -3.9906 2.0371
*
```

Calculated values
Frontier orbital gap (alpha / beta)   7.18 / 7.18 eV
Total energy   -1523.22879 Ha
E_HOMO (alpha / beta)   -16.017 / -16.018 eV

Results of the Löwdin charge analysis, in e, for atoms 1 through 2: N -0.19; C -0.26

***

Computed, not measured: a molecular structure, C15H10F6HfN5PS2SbSe4, with ωB97M-V/def2-TZVPD.

Structure (ORCA input):
```
! wB97M-V def2-TZVPD RIJCOSX def2/J DEFGRID3
* xyz 2 2
Hf -0.2272 0.1013 0.2954
N 2.1492 2.1408 2.1734
C 2.6260 1.0951 1.5066
N 1.8859 0.1008 1.0015
C 2.7165 -0.8552 0.3956
C 4.0272 -0.5704 0.4020
S 4.3206 0.9129 1.2381
C 2.0163 -2.0159 -0.1317
C 2.4721 -3.0838 -0.8077
S 1.1989 -4.2321 -1.0490
C 0.0953 -3.1705 -0.2611
N 0.6426 -2.0230 0.1363
N -1.1983 -3.4780 -0.0666
H 1.1602 2.2802 2.2964
H 2.7665 2.8610 2.5096
H 4.8460 -1.1512 0.0130
H 3.4730 -3.2978 -1.1414
H -1.4946 -4.4266 -0.2347
H -1.6850 -2.9944 0.6724
N 2.3478 9.6842 -1.2888
C 2.0496 8.5820 -1.1726
C 1.6807 7.2069 -1.0296
C 0.3541 6.8715 -0.7658
C -0.0017 5.5438 -0.6271
C 0.9700 4.5472 -0.7486
C 2.3024 4.8907 -1.0168
C 2.6576 6.2153 -1.1575
C 0.6118 3.1796 -0.5970
C 0.3042 2.0030 -0.4685
H -0.3886 7.6509 -0.6712
H -1.0289 5.2738 -0.4246
H 3.0452 4.1117 -1.1227
H 3.6797 6.4957 -1.3686
F -1.7500 -0.9753 1.5723
P -2.2350 0.4287 2.5373
F -2.1295 1.1580 0.9971
F -3.7155 0.0588 2.2572
F -2.0574 -0.4177 3.8119
F -0.5227 0.6953 2.4807
F -2.4571 1.7956 3.2048
Se -4.8770 -2.5125 -0.8284
Sb -3.8857 -0.2489 -1.5175
Se -4.9602 -2.1059 -3.0784
Se -5.1055 1.6609 -1.1443
Se -1.5140 -0.5276 -1.9888
*
```

Calculated values
Energy relative to the best compared isomer or geometry (same formula, charge and spin)   19.5 kJ/mol
Frontier orbital gap (alpha / beta)   5.90 / 4.92 eV
Total energy   -12482.07288 Ha
E_HOMO (alpha / beta)   -13.677 / -13.676 eV

Results of the Löwdin charge analysis, in e, for atoms 1 through 2: Hf 1.44; N 0.16